[1]
{"formula": "C48H59BrN9O2W", "method": "wB97M-V/def2-TZVPD", "species": ["W", "C", "C", "C", "C", "C", "C", "C", "N", "C", "C", "C", "C", "C", "C", "C", "C", "C", "C", "N", "C", "C", "C", "N", "C", "C", "C", "C", "C", "C", "C", "C", "C", "C", "C", "C", "C", "C", "N", "C", "C", "H", "H", "H", "H", "H", "H", "H", "H", "H", "H", "H", "H", "H", "H", "H", "H", "H", "H", "H", "H", "H", "H", "H", "H", "H", "H", "H", "H", "H", "H", "H", "H", "H", "H", "H", "H", "H", "H", "H", "H", "H", "H", "H", "H", "C", "N", "C", "N", "C", "N", "C", "N", "C", "C", "H", "H", "H", "H", "H", "H", "H", "H", "H", "H", "H", "H", "Br", "C", "C", "N", "C", "C", "C", "C", "O", "O", "H", "H", "H"], "xyz": [[-0.0561, 0.2996, 0.2488], [-3.6753, 1.4901, -4.7308], [-3.8046, 2.3213, -3.4503], [-3.3074, 1.5910, -2.2434], [-4.0312, 0.8725, -1.3337], [-5.5078, 0.6313, -1.3017], [-5.8983, -0.7342, -1.8764], [-3.0889, 0.3032, -0.4038], [-1.8251, 0.6750, -0.7608], [-1.9185, 1.4650, -1.8744], [-0.8466, 2.0037, -2.5732], [0.5111, 1.8552, -2.3202], [1.5813, 2.3686, -3.1454], [1.3841, 3.1278, -4.4191], [1.1043, 2.2070, -5.6110], [2.7551, 1.9731, -2.5727], [2.4108, 1.2100, -1.3967], [3.3018, 0.5719, -0.5464], [2.9836, -0.2618, 0.5182], [1.7125, -0.5841, 0.9177], [1.8151, -1.3746, 2.0292], [0.7447, -1.8811, 2.7584], [-0.6089, -1.7275, 2.5034], [-1.1429, -0.9746, 1.4946], [-2.5007, -1.1328, 1.5330], [-3.3981, -0.5324, 0.6629], [-2.8466, -2.0309, 2.6125], [-1.6787, -2.3967, 3.2123], [-1.4771, -3.3604, 4.3383], [-1.0725, -4.7555, 3.8499], [-4.2376, -2.4872, 2.9231], [-4.7186, -3.5986, 1.9849], [3.2092, -1.6093, 2.3132], [3.9317, -0.9209, 1.3798], [5.4170, -0.8717, 1.2037], [5.9142, -1.8325, 0.1195], [3.7151, -2.4964, 3.4061], [3.6280, -3.9821, 3.0411], [1.0511, 1.1633, -1.2712], [4.1514, 2.1928, -3.0643], [4.7199, 0.9753, -3.8002], [-4.0482, 2.0416, -5.5940], [-4.2425, 0.5612, -4.6510], [-2.6336, 1.2231, -4.9243], [-4.8477, 2.6008, -3.2982], [-3.2577, 3.2605, -3.5616], [-6.0100, 1.4195, -1.8641], [-5.8723, 0.7201, -0.2750], [-5.5872, -0.8204, -2.9189], [-6.9774, -0.8828, -1.8318], [-5.4225, -1.5481, -1.3245], [-1.1024, 2.5942, -3.4444], [2.2695, 3.7324, -4.6192], [0.5612, 3.8364, -4.3000], [1.9303, 1.5115, -5.7688], [0.9658, 2.7811, -6.5272], [0.2015, 1.6148, -5.4438], [4.3555, 0.7213, -0.7449], [1.0016, -2.5036, 3.6066], [-4.4474, -0.7440, 0.8246], [-2.3964, -3.4283, 4.9215], [-0.7180, -2.9723, 5.0221], [-1.8439, -5.1803, 3.2052], [-0.9219, -5.4348, 4.6891], [-0.1461, -4.7195, 3.2722], [-4.9230, -1.6375, 2.8718], [-4.2774, -2.8372, 3.9555], [-4.7072, -3.2691, 0.9433], [-5.7357, -3.9056, 2.2290], [-4.0732, -4.4757, 2.0598], [5.8996, -1.1081, 2.1529], [5.7229, 0.1490, 0.9621], [5.6583, -2.8641, 0.3682], [6.9967, -1.7712, 0.0074], [5.4612, -1.6045, -0.8483], [3.1520, -2.3072, 4.3235], [4.7493, -2.2338, 3.6319], [2.5980, -4.2770, 2.8281], [3.9965, -4.6071, 3.8546], [4.2228, -4.1990, 2.1520], [4.7985, 2.4515, -2.2222], [4.1658, 3.0596, -3.7266], [4.7287, 0.0926, -3.1570], [5.7412, 1.1609, -4.1332], [4.1173, 0.7342, -4.6774], [-1.2255, -1.7219, -2.0976], [-0.0209, -1.6086, -1.1939], [1.1876, -1.6125, -2.0970], [1.2496, -2.7823, -2.9486], [0.0414, -2.8205, -3.7758], [-1.1689, -2.8896, -2.9535], [-1.0937, -4.0911, -2.1201], [0.0932, -4.0727, -1.2631], [0.0306, -2.9033, -0.4126], [1.2826, -3.9822, -2.1115], [-1.2696, -0.8248, -2.7117], [-2.1108, -1.7735, -1.4674], [2.0710, -1.5696, -1.4646], [1.1414, -0.7223, -2.7193], [0.0800, -3.6941, -4.4265], [0.0042, -1.9221, -4.3947], [-1.0583, -4.9700, -2.7639], [-1.9858, -4.1496, -1.4936], [0.9092, -2.8682, 0.2263], [-0.8654, -2.9542, 0.1998], [1.3347, -4.8636, -2.7507], [2.1722, -3.9534, -1.4793], [1.2188, 4.6674, 6.3822], [0.5199, 4.6815, 4.6360], [0.0301, 5.8678, 4.1026], [-0.4766, 5.9590, 2.8746], [-0.5006, 4.8514, 2.1373], [-0.0300, 3.6291, 2.5942], [0.4902, 3.5321, 3.8762], [-0.0800, 2.4569, 1.6995], [-0.4431, 2.5373, 0.5009], [0.2572, 1.2970, 2.1037], [0.0486, 6.7748, 4.6952], [-0.9056, 4.9317, 1.1356], [0.8588, 2.5882, 4.2546]], "atomic_forces_ev_per_a": [[-0.181, 0.825, 0.216], [0.017, -0.039, -0.005], [0.006, 0.043, 0.017], [0.018, -0.008, -0.058], [-0.051, -0.056, 0.029], [-0.019, 0.044, 0.007], [0.035, -0.026, -0.018], [-0.182, -0.019, -0.002], [0.057, -0.017, -0.112], [-0.124, 0.049, -0.071], [-0.031, 0.006, -0.020], [0.108, 0.081, -0.112], [-0.104, -0.001, -0.063], [-0.010, 0.036, 0.019], [-0.015, -0.039, 0.002], [0.094, -0.072, 0.055], [0.153, 0.071, -0.096], [0.001, -0.013, 0.026], [0.180, 0.005, 0.003], [-0.107, -0.013, -0.007], [0.102, -0.035, 0.085], [0.042, -0.024, 0.008], [-0.095, -0.101, 0.117], [0.051, 0.095, 0.045], [-0.164, -0.107, 0.078], [-0.007, 0.036, -0.031], [-0.078, 0.018, -0.103], [0.133, -0.035, 0.023], [0.000, 0.019, 0.029], [-0.001, -0.007, -0.031], [-0.007, 0.017, 0.032], [0.029, -0.015, -0.034], [-0.030, -0.073, 0.060], [0.041, 0.009, -0.057], [0.003, 0.037, 0.034], [-0.032, -0.026, -0.027], [0.011, 0.018, 0.023], [-0.009, -0.011, -0.028], [0.000, 0.058, -0.146], [0.007, 0.042, 0.019], [-0.027, -0.039, -0.004], [0.003, 0.004, 0.018], [0.003, 0.020, 0.008], [-0.019, 0.009, 0.013], [-0.011, -0.017, -0.005], [0.009, -0.002, -0.006], [-0.007, -0.006, -0.008], [0.011, -0.019, 0.002], [-0.003, 0.010, 0.020], [0.014, 0.016, 0.004], [-0.005, 0.023, -0.004], [0.010, -0.014, 0.016], [0.017, -0.021, -0.015], [-0.007, -0.003, 0.001], [-0.004, 0.017, 0.010], [0.004, 0.009, 0.021], [0.016, 0.008, 0.001], [-0.021, -0.002, -0.002], [-0.009, 0.028, -0.013], [0.024, 0.007, -0.002], [-0.005, -0.016, -0.007], [0.011, -0.004, -0.016], [0.008, 0.016, 0.014], [-0.006, 0.020, -0.002], [-0.020, 0.009, 0.011], [0.005, 0.001, -0.019], [0.003, -0.020, -0.003], [0.004, 0.004, 0.022], [0.014, 0.015, 0.012], [-0.008, 0.019, 0.005], [0.003, -0.020, -0.002], [0.000, 0.000, -0.014], [0.001, 0.021, 0.003], [-0.011, 0.011, 0.014], [0.001, 0.002, 0.025], [-0.012, -0.007, -0.011], [0.009, -0.017, -0.007], [0.019, 0.014, 0.002], [-0.001, 0.020, -0.003], [-0.007, 0.013, 0.017], [0.001, -0.019, 0.005], [-0.002, -0.008, -0.010], [-0.003, 0.019, -0.007], [-0.014, 0.015, 0.012], [0.002, 0.012, 0.017], [0.043, -0.090, -0.061], [-0.007, -0.127, -0.017], [-0.025, -0.088, -0.052], [-0.104, 0.053, 0.100], [-0.002, -0.021, -0.010], [0.093, 0.056, 0.098], [-0.006, -0.010, -0.012], [-0.014, 0.156, -0.025], [0.015, -0.044, -0.084], [0.004, -0.009, -0.008], [-0.001, 0.017, -0.047], [-0.040, -0.034, 0.007], [0.049, -0.036, 0.003], [0.000, 0.014, -0.055], [0.003, -0.006, -0.003], [-0.003, 0.006, -0.003], [0.003, -0.006, -0.002], [-0.005, 0.000, 0.003], [0.046, -0.027, 0.020], [-0.049, -0.034, 0.019], [-0.003, -0.005, -0.004], [0.005, 0.001, 0.005], [0.019, -0.018, 0.057], [0.004, -0.003, 0.012], [-0.089, 0.077, -0.136], [0.069, -0.186, 0.075], [-0.010, 0.266, 0.005], [-0.047, -0.173, -0.199], [0.031, -0.083, 0.063], [0.076, 0.163, 0.308], [-0.004, -0.610, -0.225], [0.126, -0.128, 0.151], [-0.003, 0.005, -0.019], [-0.010, 0.019, 0.020], [0.005, 0.005, -0.005]], "charge": 1, "homo_energy_ev": [-9.748, -9.577], "multiplicity": 3, "total_energy_ev": -140107.694}


[2]
{"formula": "C48H60N5O4Ti", "method": "wB97M-V/def2-TZVPD", "species": ["Ti", "O", "C", "C", "C", "C", "C", "C", "C", "N", "C", "C", "N", "C", "C", "C", "C", "C", "C", "C", "O", "H", "H", "H", "H", "H", "H", "H", "H", "H", "H", "H", "H", "H", "H", "C", "C", "C", "C", "C", "C", "C", "N", "C", "C", "C", "C", "C", "C", "O", "C", "C", "C", "C", "C", "C", "C", "C", "C", "O", "C", "C", "C", "C", "C", "C", "H", "H", "H", "H", "H", "H", "H", "H", "H", "H", "H", "H", "H", "H", "H", "H", "H", "H", "H", "H", "H", "H", "H", "H", "H", "H", "H", "H", "H", "H", "H", "H", "H", "H", "H", "H", "H", "H", "H", "H", "C", "N", "C", "C", "N", "C", "H", "H", "H", "H", "H", "H"], "xyz": [[-0.1017, 0.1167, 0.4687], [-1.4701, 0.8623, 1.3752], [-2.5993, 1.4537, 1.0437], [-3.5983, 1.6400, 2.0049], [-4.8087, 2.2354, 1.6926], [-5.0329, 2.7006, 0.3942], [-4.0651, 2.5444, -0.5703], [-2.8385, 1.8990, -0.2992], [-1.8947, 1.6845, -1.3326], [-0.7722, 0.9913, -1.2037], [0.0766, 0.9055, -2.3683], [1.4383, 0.3775, -1.9252], [1.2128, -0.7110, -0.9920], [1.2752, -1.9098, -1.4902], [1.3987, -3.1700, -0.8073], [0.9039, -4.3403, -1.4011], [1.0476, -5.5788, -0.8221], [1.7383, -5.6811, 0.3958], [2.2998, -4.5830, 0.9833], [2.1831, -3.2603, 0.4259], [2.7899, -2.2920, 0.9279], [-3.3843, 1.3039, 3.0130], [-5.5681, 2.3471, 2.4563], [-5.9677, 3.1877, 0.1440], [-4.2481, 2.9103, -1.5749], [-2.1307, 2.1075, -2.3105], [0.1842, 1.8822, -2.8571], [-0.3509, 0.1961, -3.0926], [1.9870, 1.1582, -1.3980], [2.0186, 0.0550, -2.7975], [1.3613, -1.9746, -2.5849], [0.3366, -4.2501, -2.3235], [0.6187, -6.4573, -1.2881], [1.8292, -6.6498, 0.8778], [2.8408, -4.6665, 1.9196], [1.8753, -4.1296, 6.2821], [1.1781, -2.7605, 6.3230], [2.1917, -1.7300, 6.8288], [0.0224, -2.8175, 7.3337], [0.6617, -2.4265, 4.9277], [1.1730, -1.3912, 4.1805], [0.6922, -1.1616, 2.8830], [1.0811, -0.1755, 2.0493], [2.1541, 0.6459, 2.1625], [3.3701, 0.4042, 2.8018], [4.3294, 1.3960, 2.8527], [3.9968, 2.6687, 2.3591], [2.8284, 2.9358, 1.6579], [1.9488, 1.8497, 1.4188], [0.9229, 1.8595, 0.6160], [2.4059, 4.3444, 1.2344], [2.1994, 4.4323, -0.2869], [3.4233, 5.4082, 1.6439], [1.0663, 4.6397, 1.9368], [5.7270, 1.0388, 3.3583], [5.6547, 0.2693, 4.6863], [6.6087, 2.2708, 3.5746], [6.3717, 0.1308, 2.2956], [-0.3819, -1.9352, 2.3252], [-0.7713, -1.6028, 1.1240], [-0.9260, -2.9752, 3.1180], [-0.3606, -3.2083, 4.3596], [-2.1717, -3.7284, 2.6467], [-2.5643, -4.8690, 3.5869], [-1.9455, -4.3200, 1.2480], [-3.3248, -2.7107, 2.5920], [2.2927, -4.3683, 7.2640], [2.6881, -4.1186, 5.5542], [1.1796, -4.9203, 5.9980], [2.5298, -2.0085, 7.8291], [1.7466, -0.7352, 6.8851], [3.0653, -1.6883, 6.1766], [0.4019, -3.0671, 8.3279], [-0.7162, -3.5667, 7.0490], [-0.4760, -1.8482, 7.3908], [1.9090, -0.7086, 4.5765], [3.5610, -0.5957, 3.1614], [4.6872, 3.4830, 2.5319], [3.1483, 4.2953, -0.8115], [1.7985, 5.4148, -0.5516], [1.4980, 3.6686, -0.6124], [4.3881, 5.2344, 1.1620], [3.5761, 5.4259, 2.7250], [3.0674, 6.3939, 1.3375], [0.3274, 3.8912, 1.6562], [0.6844, 5.6257, 1.6584], [1.1948, 4.6091, 3.0211], [5.1109, 0.8478, 5.4355], [6.6614, 0.0704, 5.0623], [5.1532, -0.6898, 4.5606], [6.1651, 2.9354, 4.3193], [6.7487, 2.8255, 2.6459], [7.5908, 1.9584, 3.9356], [5.7160, -0.7120, 2.0764], [7.3378, -0.2491, 2.6401], [6.5174, 0.6841, 1.3660], [-0.7436, -4.0307, 4.9485], [-1.7708, -5.6169, 3.6439], [-3.4636, -5.3555, 3.2034], [-2.7866, -4.5090, 4.5937], [-1.1712, -5.0857, 1.2814], [-1.6157, -3.5492, 0.5567], [-2.8701, -4.7667, 0.8684], [-3.4976, -2.2761, 3.5794], [-4.2488, -3.1933, 2.2601], [-3.0687, -1.9056, 1.9035], [-5.3719, -2.5028, -0.6111], [-4.0509, -2.3611, -1.1716], [-3.4672, -3.1803, -2.1048], [-2.2304, -2.6486, -2.3366], [-2.0438, -1.5274, -1.5741], [-3.1499, -1.3894, -0.8875], [-6.1315, -2.3904, -1.3872], [-5.5230, -1.7344, 0.1443], [-5.4882, -3.4866, -0.1547], [-3.9665, -4.0515, -2.4926], [-1.4610, -2.9941, -3.0074], [-3.3601, -0.6016, -0.1837]], "atomic_forces_ev_per_a": [[0.043, 0.426, -0.692], [-1.642, 0.914, 0.387], [-0.435, 0.332, -0.361], [-0.079, -0.016, 0.167], [0.250, -0.059, 0.024], [-0.164, 0.082, -0.072], [0.101, -0.100, 0.035], [-0.117, -0.020, 0.628], [0.564, -0.072, -0.256], [-0.907, 0.441, -0.333], [0.290, -0.054, -0.269], [-0.232, 0.248, -0.495], [0.357, -0.887, -0.441], [0.404, 0.035, 0.135], [-0.029, 0.328, 0.478], [-0.061, -0.046, -0.063], [-0.289, -0.049, -0.374], [0.178, 0.145, 0.248], [-0.202, -0.364, 0.136], [0.136, 0.336, -0.271], [-0.116, 0.170, 0.235], [-0.025, -0.050, -0.023], [0.010, 0.028, 0.003], [0.000, -0.006, 0.006], [0.040, -0.032, -0.027], [0.043, 0.020, 0.028], [-0.041, -0.047, 0.009], [-0.089, 0.051, 0.103], [0.054, -0.013, -0.107], [0.004, 0.013, 0.077], [-0.098, 0.002, -0.022], [0.095, -0.025, -0.046], [-0.008, 0.017, 0.000], [0.039, -0.013, -0.019], [0.005, 0.042, -0.022], [-0.003, 0.068, -0.018], [0.078, -0.076, 0.173], [-0.075, -0.070, -0.106], [0.049, 0.057, -0.111], [0.254, 0.235, -0.048], [-0.016, -0.113, 0.199], [-0.027, -0.134, -0.251], [0.764, -0.741, 0.955], [0.326, 0.590, -0.086], [-0.109, 0.017, 0.007], [0.055, -0.077, 0.176], [-0.006, 0.003, -0.006], [-0.217, 0.016, -0.118], [0.350, -0.268, 0.482], [0.399, 0.278, 0.003], [-0.137, -0.041, -0.060], [0.065, -0.028, 0.094], [0.023, -0.096, -0.003], [0.080, -0.002, -0.031], [0.055, -0.054, 0.002], [-0.043, 0.073, -0.086], [-0.127, -0.108, -0.034], [-0.019, 0.081, 0.097], [0.441, 0.029, 0.432], [0.073, -0.822, 0.241], [-0.241, -0.109, -0.077], [-0.115, -0.051, -0.113], [0.000, 0.014, -0.178], [0.020, 0.129, -0.020], [0.049, 0.080, 0.039], [0.121, -0.028, 0.035], [-0.019, -0.048, 0.011], [0.004, -0.013, -0.011], [0.000, -0.020, -0.005], [-0.001, -0.008, 0.004], [0.038, 0.037, -0.017], [0.032, 0.057, 0.018], [-0.007, -0.030, -0.001], [-0.036, 0.001, 0.053], [-0.048, -0.003, 0.003], [0.046, -0.053, 0.020], [0.033, -0.066, 0.004], [0.011, -0.026, -0.075], [0.002, -0.025, -0.016], [0.023, 0.022, -0.007], [-0.017, 0.002, -0.063], [0.028, 0.032, 0.008], [0.003, 0.007, 0.013], [-0.030, 0.004, -0.011], [-0.068, 0.020, 0.003], [0.044, 0.028, -0.017], [-0.004, 0.020, 0.007], [-0.004, -0.013, 0.032], [0.011, -0.008, -0.001], [-0.024, -0.023, 0.042], [0.038, 0.061, -0.006], [0.033, 0.038, 0.015], [0.018, 0.014, -0.006], [0.049, -0.061, -0.013], [0.029, 0.018, -0.021], [0.030, -0.007, -0.022], [-0.046, 0.016, -0.005], [-0.011, -0.024, 0.044], [0.004, -0.019, -0.030], [-0.012, -0.023, 0.026], [0.056, -0.089, -0.037], [-0.035, -0.027, -0.108], [-0.009, -0.036, 0.030], [-0.027, 0.007, 0.009], [-0.002, -0.016, -0.034], [-0.071, 0.038, -0.010], [-0.121, -0.066, -0.048], [0.060, -0.008, 0.031], [0.095, -0.077, -0.083], [-0.078, 0.024, -0.013], [-0.128, -0.231, -0.151], [0.039, -0.038, -0.143], [0.007, 0.042, 0.024], [0.026, -0.022, 0.017], [0.026, 0.045, 0.072], [-0.014, 0.002, 0.000], [-0.056, -0.081, 0.001], [-0.060, 0.000, 0.080]], "charge": -1, "homo_energy_ev": [-2.698, -3.937], "multiplicity": 3, "total_energy_ev": -89511.476, "e_above_lowest_kj_mol": 142.67}